[1]
The following is a quantum chemistry calculation of a structure of composition HO5S2 in a non-equilibrium geometry, from the OMol25 dataset.

Geometry (Å):
O  -0.3792  0.8086  -1.0885
O  2.1042  0.7653  -0.2380
O  -0.2033  -1.9067  0.0816
O  0.3050  1.3113  1.2382
O  -2.4004  -0.4448  -0.4560
S  0.9780  1.5679  0.0023
S  -1.0838  -0.0747  -0.0107
H  0.6795  -2.0268  0.4711

The calculation puts the gap between HOMO and LUMO at 8.42 eV. As for the charge: -1. Its spin multiplicity is 1. The value obtained for the highest occupied orbital energy is -4.8 eV.

***

[2]
The following is a quantum chemistry calculation of a structure of composition C31H90AsCl6F6O34P6 in a non-equilibrium geometry, from the OMol25 dataset.

Geometry (Å):
As  0.0132  -0.3111  -0.1220
F  -0.0790  -1.1451  1.4599
F  1.6200  0.3803  0.3723
F  0.1365  0.5170  -1.6967
F  -1.5684  -1.0004  -0.6471
F  -0.7886  1.1196  0.4663
F  0.7642  -1.7631  -0.8057
C  -2.1514  6.7828  3.4574
O  -0.7930  7.1189  3.3853
P  0.3258  5.9991  3.8081
O  1.7532  6.3696  3.5280
O  -0.2715  4.6075  3.2545
C  0.2398  4.0679  2.0328
O  0.1427  5.7341  5.4119
C  0.2267  6.8022  6.3424
H  -2.6573  7.4472  4.1579
H  -2.2876  5.7329  3.7169
H  -2.6372  6.9168  2.4909
H  0.7310  3.1388  2.3219
H  1.0006  4.6604  1.5248
H  -0.4515  3.8225  1.2266
H  1.0021  7.4740  5.9743
H  0.6312  6.3948  7.2689
H  -0.7280  7.3207  6.4308
C  6.9740  0.5228  -4.8070
O  5.8712  -0.0703  -4.1437
P  6.1134  -0.6532  -2.6601
O  6.5444  0.3607  -1.6771
O  4.8018  -1.5688  -2.3360
C  3.4718  -1.1130  -2.3988
O  7.2572  -1.7439  -2.8974
C  7.9355  -2.3809  -1.7691
H  6.7075  1.5593  -5.0137
H  6.9958  0.0604  -5.7938
H  7.9950  0.4533  -4.4318
H  2.8946  -1.6625  -3.1425
H  3.3851  -0.0778  -2.7287
H  2.9072  -1.2395  -1.4750
H  7.4948  -3.2932  -1.3673
H  8.1108  -1.6179  -1.0106
H  8.9220  -2.6343  -2.1573
C  3.5555  -2.5323  1.0878
O  2.6045  -3.6184  1.3297
P  2.7739  -4.4894  2.7439
O  1.6944  -5.5014  2.8919
O  4.2919  -5.0646  2.6961
C  4.5639  -6.1456  1.7963
O  2.9433  -3.3855  3.9436
C  1.9155  -2.4480  4.3282
H  4.1940  -2.7982  0.2453
H  4.1854  -2.2983  1.9461
H  3.0354  -1.5957  0.8874
H  5.0107  -7.0193  2.2707
H  5.3549  -5.7957  1.1329
H  3.6958  -6.4149  1.1947
H  1.0230  -2.5923  3.7193
H  2.3237  -1.4374  4.3379
H  1.6445  -2.6017  5.3727
C  1.4908  2.5097  -4.0099
O  2.4904  2.9692  -4.8844
P  2.3120  2.7669  -6.5021
O  1.0526  3.3274  -7.0375
O  3.6386  3.4115  -7.2032
C  4.8933  2.8334  -6.7815
O  2.5192  1.1417  -6.6174
C  2.1102  0.4562  -7.7748
H  1.4259  1.4248  -4.0928
H  0.4598  2.8452  -4.1221
H  1.8444  2.6823  -2.9934
H  5.5736  2.8912  -7.6312
H  4.8356  1.7913  -6.4669
H  5.3452  3.3525  -5.9362
H  1.4093  -0.3423  -7.5314
H  2.9684  0.0495  -8.3098
H  1.5781  1.0229  -8.5388
C  -1.5086  -3.8233  1.7099
O  -2.7938  -4.3615  1.7324
P  -3.9876  -3.6291  2.6013
O  -3.6124  -2.7765  3.7385
O  -4.8116  -2.9060  1.4363
C  -4.2635  -1.7269  0.8056
O  -4.9421  -4.9179  3.0064
C  -6.0373  -4.6566  3.8268
H  -1.2861  -2.9671  2.3466
H  -1.3543  -3.5874  0.6569
H  -0.7299  -4.5768  1.8276
H  -4.9856  -0.9367  0.6002
H  -3.8179  -1.9290  -0.1684
H  -3.4065  -1.2002  1.2256
H  -6.2354  -5.4932  4.4968
H  -6.8920  -4.5001  3.1686
H  -5.9009  -3.7588  4.4296
C  -4.4838  -0.2161  -4.6264
O  -5.0006  0.0716  -3.3065
P  -5.3043  1.5802  -2.7946
O  -5.8803  1.7761  -1.4177
O  -3.8914  2.3077  -3.1265
C  -2.7513  2.0172  -2.3341
O  -6.3421  2.0688  -3.8979
C  -7.0673  3.2519  -3.6812
H  -5.3023  -0.4118  -5.3191
H  -3.8161  -1.0654  -4.4822
H  -3.9269  0.6057  -5.0766
H  -2.8477  1.3265  -1.4964
H  -2.3554  2.9412  -1.9127
H  -1.9964  1.5530  -2.9688
H  -6.5525  3.8534  -2.9321
H  -8.0930  3.1599  -3.3238
H  -7.0657  3.7860  -4.6313
C  -0.4496  -1.2193  -4.7570
C  -1.1851  -2.4607  -4.0775
O  -2.1199  -3.1201  -4.9059
O  0.3523  -1.6981  -5.7658
H  0.0972  -0.7537  -3.9371
H  -1.1679  -0.5000  -5.1503
H  -1.6343  -2.2404  -3.1091
H  -0.4341  -3.2220  -3.8669
H  -1.6218  -3.4715  -5.6475
H  -0.1506  -2.0464  -6.5056
C  4.7205  2.9067  -0.2574
C  4.4655  2.1796  1.0701
O  3.1014  2.2105  1.4458
O  6.0939  2.7700  -0.7421
H  4.3668  3.9376  -0.2381
H  4.0124  2.5391  -1.0001
H  5.0129  2.7689  1.8058
H  4.7854  1.1386  1.0243
H  2.5963  1.7118  0.7995
H  6.1539  1.9256  -1.1947
C  -2.1299  0.2881  3.6865
C  -2.1059  1.8115  3.5627
O  -3.3859  2.3880  3.8861
O  -2.7729  -0.0214  4.9448
H  -1.1124  -0.1018  3.7151
H  -2.7554  -0.0509  2.8608
H  -1.8228  2.1030  2.5512
H  -1.3929  2.2341  4.2705
H  -3.5186  2.1535  4.8075
H  -3.1717  -0.8842  4.8103
C  -4.4954  5.0427  -0.2644
C  -3.6953  4.3002  0.8423
O  -4.4452  4.3693  2.0652
O  -4.6233  6.4391  -0.1271
H  -5.5016  4.6245  -0.2332
H  -3.9093  4.9228  -1.1756
H  -2.7139  4.6989  1.0988
H  -3.5405  3.2347  0.6721
H  -4.0784  3.6490  2.5829
H  -5.1845  6.4958  0.6497
C  -2.8706  -4.7924  6.3559
C  -1.4909  -4.9496  5.8799
O  -0.5451  -4.9037  6.9478
O  -3.1672  -3.4252  6.5670
H  -3.0977  -5.3130  7.2862
H  -3.5213  -5.2591  5.6163
H  -1.2396  -4.1001  5.2448
H  -1.2623  -5.8040  5.2428
H  -0.5543  -4.0215  7.3263
H  -3.3743  -3.0155  5.7238
C  2.7497  2.4707  5.1216
Cl  3.4719  1.7259  6.5346
Cl  1.3984  1.4811  4.5711
H  2.2916  3.4311  5.3580
H  3.5152  2.4521  4.3459
C  -3.8363  -4.6434  -2.7593
Cl  -4.8272  -4.6475  -1.2986
Cl  -3.6176  -6.3006  -3.4807
H  -4.1966  -3.9673  -3.5347
H  -2.8534  -4.2950  -2.4420
C  1.2998  -5.1577  -1.0946
Cl  -0.1117  -5.2376  -2.1020
Cl  2.2347  -6.6339  -1.4064
H  1.8952  -4.2696  -1.3064
H  0.9992  -5.2200  -0.0487

The calculation puts the gap between HOMO and LUMO at 9.31 eV. As for the charge: -1. Its spin multiplicity is 1. The value obtained for the highest occupied orbital energy is -7.7 eV.

***

[3]
The following is a quantum chemistry calculation of a cluster of 2 separate species, C2H8OP4 in total in a non-equilibrium geometry, from the OMol25 dataset.

Geometry (Å):
C  -0.0753  -1.5862  -0.2131
C  1.2582  -1.8283  0.3154
O  -1.1715  -2.0329  -0.2296
P  -3.0833  0.1414  -0.0695
P  1.8060  1.3677  0.4727
P  -1.4729  1.5177  0.4736
P  0.1629  1.0111  -0.8745
H  1.5477  -1.0306  1.0111
H  1.7568  -1.9305  -0.6255
H  1.2933  -2.9363  0.7847
H  -2.6547  -0.6827  0.8946
H  -3.8953  1.1033  0.4542
H  3.0105  0.8453  -0.2719
H  1.7565  2.6976  0.2167
H  -1.9889  2.4436  -0.5705

The calculation puts the gap between HOMO and LUMO (spin up / spin down) at 7.33 / 7.33 eV. Its spin multiplicity is 1. The value obtained for the highest occupied orbital energy (spin up / spin down) is -7.6 / -7.6 eV.

***

[4]
The following is a quantum chemistry calculation of the molecule C6H10O in a non-equilibrium geometry, from the OMol25 dataset.

Geometry (Å):
C  -0.3467  1.0196  -2.3810
O  -0.6446  0.6714  -1.0313
C  0.4081  0.1543  -0.3280
C  1.6527  -0.1084  -0.5968
H  -1.2646  1.4171  -2.8090
H  -0.0228  0.1402  -2.9467
H  0.4420  1.7777  -2.4211
H  2.4128  -0.1876  -1.3512
C  -0.5723  -1.6203  1.1935
C  0.1193  -0.2376  1.1072
C  -0.3361  0.7995  1.9619
H  1.2224  -0.4659  1.3804
H  -1.5780  -1.5482  0.7797
H  -0.6437  -1.9491  2.2308
H  0.0081  -2.3468  0.6226
H  -0.1466  0.7515  3.0272
H  -0.7100  1.7326  1.5616

The calculation puts the gap between HOMO and LUMO (spin up / spin down) at 9.09 / 8.05 eV. Its spin multiplicity is 1. The value obtained for the highest occupied orbital energy (spin up / spin down) is -8.7 / -7.9 eV.

***

The records above yield DFT total energy values of -1173.1852, -11438.2167, -1521.5013, -309.6513 Ha, respectively.